# 1
Density functional theory data (wB97M-V/def2-TZVPD) for C43H43HfN8O2P2S2 as an isolated structure in a non-equilibrium geometry.

XYZ file:
```
101
Properties=species:S:1:pos:R:3:mulliken_charge:R:1
Hf -0.2424 -0.3659 0.2509 -1.6141
O -0.0435 1.1699 4.0886 -0.5055
C 0.0009 1.0343 2.9058 -0.0439
N -0.8529 0.2061 2.1275 1.0347
C -2.1289 -0.1505 2.6240 0.0943
O -2.6551 0.2716 3.6054 -0.5045
C -2.8208 -1.1268 1.7078 0.8347
C -4.0306 -1.6765 2.0717 -0.7215
C -4.6211 -2.5979 1.2200 -0.6673
C -3.9709 -2.9345 0.0393 -1.0785
C -2.7645 -2.3359 -0.2515 0.9873
N -2.1851 -1.4389 0.5624 0.6902
C 1.0477 1.7252 2.0664 0.6797
C 1.7630 2.7834 2.5811 -0.6145
C 2.6991 3.4059 1.7650 -0.6903
C 2.8890 2.9353 0.4734 -0.8369
C 2.1406 1.8627 0.0296 -0.1869
N 1.2338 1.2606 0.8148 0.4311
H -4.4788 -1.3703 3.0071 0.6261
H -5.5712 -3.0496 1.4732 0.5101
H -4.3928 -3.6542 -0.6483 0.5448
H -2.2256 -2.5706 -1.1556 -0.7212
H 1.5722 3.1009 3.5971 0.6342
H 3.2673 4.2511 2.1303 0.5127
H 3.6066 3.3933 -0.1926 0.5585
H 2.2631 1.4705 -0.9733 0.4464
C -2.4930 0.4620 -5.4957 -1.2700
C -2.3839 1.2813 -4.2660 0.8978
N -2.6565 2.5405 -4.1564 -0.7293
N -2.3880 2.8513 -2.8541 0.2490
C -1.9546 1.8195 -2.1508 0.4302
S -1.5659 1.7933 -0.4894 -0.4094
N -1.9368 0.8018 -3.0375 0.3900
N -1.5848 -0.4934 -2.6646 -0.6409
H -3.1298 0.9841 -6.2055 0.3769
H -2.9285 -0.5157 -5.2888 0.3343
H -1.5126 0.3225 -5.9548 0.3036
H -2.5483 3.7918 -2.5201 0.1871
H -2.4117 -1.0834 -2.7211 0.3796
H -0.9044 -0.8513 -3.3290 0.2605
C 3.7140 -7.8891 0.9515 -0.9390
S 4.5029 -6.3056 1.3105 -0.0039
C 4.6059 -5.5826 -0.3565 -1.2241
C 3.9206 -4.2212 -0.4380 -0.0698
C 2.4286 -4.3226 -0.1635 -0.8515
N 1.7375 -3.0085 -0.1189 0.3067
P 1.5559 -2.1308 1.3194 0.7427
C 3.0589 -2.1466 2.2749 1.0190
C 3.9117 -1.0382 2.2550 -0.1364
C 5.1049 -1.0762 2.9562 -0.8506
C 5.4444 -2.2173 3.6747 -0.7112
C 4.5905 -3.3119 3.7101 -0.6985
C 3.3879 -3.2792 3.0225 -0.5870
C 0.3028 -3.0096 2.2902 1.0710
C 0.0484 -2.5693 3.5946 -0.8107
C -0.9706 -3.1429 4.3334 -0.7669
C -1.7404 -4.1635 3.7797 -0.8161
C -1.4940 -4.6034 2.4871 -0.7578
C -0.4777 -4.0230 1.7375 -0.6101
P 1.0696 -2.1633 -1.4288 1.0616
C 0.7894 -3.3672 -2.7362 1.0409
C 1.8584 -3.6929 -3.5785 -0.7378
C 1.7055 -4.6689 -4.5498 -0.9344
C 0.4881 -5.3209 -4.6994 -0.7406
C -0.5808 -5.0008 -3.8734 -0.9821
C -0.4294 -4.0284 -2.8965 0.1096
C 2.3679 -1.0686 -2.0827 1.1097
C 2.1300 -0.3049 -3.2320 -1.0434
C 3.0875 0.5799 -3.6999 -0.7355
C 4.3005 0.7072 -3.0286 -0.9143
C 4.5512 -0.0569 -1.8985 -0.9503
C 3.5879 -0.9385 -1.4231 -0.3649
H 3.6379 -8.4224 1.8971 0.3953
H 4.3270 -8.4795 0.2740 0.3299
H 2.7139 -7.7611 0.5385 0.2545
H 4.1651 -6.2884 -1.0626 0.5280
H 5.6572 -5.4740 -0.6188 0.4935
H 4.0899 -3.7863 -1.4285 0.0674
H 4.3827 -3.5488 0.2902 0.0669
H 2.2666 -4.8079 0.8007 0.6486
H 1.9439 -4.9444 -0.9200 0.8114
H 3.6387 -0.1450 1.7027 0.2184
H 5.7666 -0.2207 2.9527 0.5093
H 6.3778 -2.2497 4.2208 0.4509
H 4.8584 -4.1939 4.2757 0.4977
H 2.7264 -4.1353 3.0616 0.4921
H 0.6520 -1.7866 4.0428 0.5587
H -1.1624 -2.8015 5.3419 0.5181
H -2.5235 -4.6242 4.3674 0.4751
H -2.0797 -5.4113 2.0681 0.5436
H -0.2891 -4.3704 0.7282 0.3585
H 2.8093 -3.1844 -3.4832 0.4081
H 2.5377 -4.9182 -5.1943 0.5045
H 0.3728 -6.0799 -5.4616 0.4488
H -1.5265 -5.5134 -3.9860 0.5256
H -1.2669 -3.8206 -2.2459 0.2477
H 1.2174 -0.4334 -3.8050 0.3972
H 2.9053 1.1512 -4.6003 0.4899
H 5.0571 1.3824 -3.4056 0.4746
H 5.5048 0.0193 -1.3919 0.5336
H 3.8142 -1.5537 -0.5633 0.3688
```

Properties
Kohn-Sham gap, eV: 5.5
Total charge: +3
ΔE to the lowest compared entry with this formula, charge and spin, kJ/mol: 17.8
HOMO energy, Ha: -0.5266
Spin multiplicity: 1

# 2
Density functional theory data (wB97M-V/def2-TZVPD) for C43H43IrN3O4P3Se2 as an isolated structure in a non-equilibrium geometry.

XYZ file:
```
99
Properties=species:S:1:pos:R:3:mulliken_charge:R:1
Ir -1.1552 0.8509 1.2909 2.8372
Se -1.9032 0.5751 -1.3487 -0.4546
P -2.8978 -1.2989 -0.9912 0.2808
Se -3.5873 -1.1093 1.0194 -0.1244
C -1.7699 -2.6912 -1.1999 0.8318
C -0.9170 -2.7149 -2.3027 -0.5170
C -0.1090 -3.8197 -2.5170 -0.6029
C -0.1521 -4.8980 -1.6388 -0.6546
C -0.9962 -4.8716 -0.5399 -0.6825
C -1.8092 -3.7671 -0.3176 -0.3381
C -4.1954 -1.6004 -2.1991 1.0420
C -4.8655 -2.8248 -2.1579 -0.5285
C -5.8451 -3.1039 -3.0941 -0.7167
C -6.1571 -2.1660 -4.0728 -0.4578
C -5.4904 -0.9522 -4.1165 -0.7688
C -4.5085 -0.6633 -3.1768 -0.2984
H -0.8789 -1.8703 -2.9811 0.3830
H 0.5534 -3.8438 -3.3733 0.4901
H 0.4818 -5.7582 -1.8137 0.4478
H -1.0290 -5.7111 0.1428 0.4423
H -2.4643 -3.7343 0.5449 0.3933
H -4.6238 -3.5543 -1.3929 0.3687
H -6.3578 -4.0562 -3.0711 0.4061
H -6.9235 -2.3858 -4.8047 0.3911
H -5.7262 -0.2307 -4.8877 0.4120
H -3.9902 0.2870 -3.2052 0.2592
C -3.2503 3.2844 -0.3906 -1.5872
P -2.7022 2.5990 1.1830 1.4489
C -4.2427 2.3630 2.0886 -1.4127
C -1.9425 4.0173 1.9849 -1.2626
C -1.2968 3.5163 3.2600 -1.0125
P -0.0299 2.2777 2.8204 1.2882
C 0.4630 1.7719 4.4881 -1.7288
C 1.2471 3.4112 2.1939 -1.6177
H -3.7780 4.2203 -0.1957 0.5149
H -3.9201 2.5845 -0.8852 0.4089
H -2.4004 3.4655 -1.0457 0.4366
H -4.7556 3.3255 2.0926 0.4913
H -4.0563 2.0200 3.1000 0.3662
H -4.8541 1.6166 1.5819 0.3736
H -2.6914 4.7896 2.1751 0.6546
H -1.2052 4.4310 1.2918 0.3537
H -2.0190 3.0371 3.9202 0.3651
H -0.8281 4.3315 3.8127 0.7307
H 0.7537 2.6811 5.0170 0.5232
H 1.2873 1.0718 4.4629 0.3163
H -0.3870 1.3223 5.0022 0.4123
H 1.1859 4.3384 2.7631 0.6413
H 1.0973 3.6256 1.1360 0.3376
H 2.2335 2.9756 2.3210 0.4160
O -2.8602 -0.5262 4.6953 -0.6266
C -2.1046 -0.3211 3.7839 -0.7900
O -2.1312 0.7827 3.0542 -0.9021
C -1.0091 -1.2661 3.4245 0.9608
C -0.5937 -2.2399 4.3474 -1.2167
C 0.4239 -3.0693 3.9949 -1.1280
C 0.9885 -2.9734 2.7029 1.3720
C 2.0315 -3.8320 2.2722 -1.1055
C 2.5072 -3.7549 0.9981 -1.4287
C 1.9376 -2.8353 0.0873 -0.1066
C 0.9439 -1.9891 0.4807 0.3743
C 0.4768 -2.0067 1.8127 -0.3172
N -0.4964 -1.1219 2.2283 0.9746
H -1.1046 -2.2902 5.2981 0.6150
H 0.7874 -3.8302 4.6754 0.4942
H 2.4330 -4.5525 2.9745 0.4249
H 3.3025 -4.4120 0.6702 0.5066
H 2.2867 -2.8073 -0.9361 0.8212
H 0.4909 -1.3097 -0.2231 -0.4456
O 1.7929 0.6797 2.3461 -0.5399
C 1.8616 0.8186 1.1245 -1.7448
N 3.0159 0.7537 0.4422 0.6919
C 2.8566 1.0470 -0.9563 3.0479
C 1.3021 1.1474 -1.0114 -1.0106
O 0.7057 1.3508 -2.0342 -0.7250
N 0.7825 1.0519 0.2882 0.0456
C 3.4397 2.4249 -1.3280 -0.0895
C 3.0679 3.0603 -2.5106 0.0017
C 3.5508 4.3263 -2.8094 -1.0491
C 4.4154 4.9748 -1.9377 -0.5725
C 4.8102 4.3373 -0.7733 -1.0435
C 4.3226 3.0716 -0.4701 -0.0965
C 3.4143 -0.0566 -1.8561 -0.3373
C 4.4533 -0.8586 -1.3939 -0.0844
C 5.0097 -1.8400 -2.2014 -0.9363
C 4.5345 -2.0332 -3.4904 -0.5605
C 3.4985 -1.2378 -3.9591 -1.0284
C 2.9371 -0.2578 -3.1489 -0.0059
H 3.8894 0.6529 0.9257 0.4338
H 2.3814 2.5772 -3.1917 0.3469
H 3.2428 4.8088 -3.7282 0.4331
H 4.7787 5.9683 -2.1657 0.4168
H 5.4990 4.8215 -0.0930 0.4386
H 4.6498 2.6021 0.4482 0.2763
H 4.8484 -0.7305 -0.3943 0.2749
H 5.8220 -2.4475 -1.8228 0.4518
H 4.9740 -2.7907 -4.1261 0.4367
H 3.1265 -1.3704 -4.9672 0.4543
H 2.1162 0.3387 -3.5201 0.2987
```

Properties
Kohn-Sham gap (alpha / beta), eV: 7.3 / 5.9
Total charge: +1
ΔE to the lowest compared entry with this formula, charge and spin, kJ/mol: 168.5
⟨S²⟩: 0.763
HOMO energy (alpha / beta), Ha: -0.3774 / -0.3829
Spin multiplicity: 2

# 3
Density functional theory data (wB97M-V/def2-TZVPD) for C43H43N10O3RbS as an isolated structure.

XYZ file:
```
101
Properties=species:S:1:pos:R:3:mulliken_charge:R:1
Rb -0.0293 -0.9762 -0.3141 0.6128
C 2.5177 -1.2212 2.9045 -0.8555
C 2.0115 0.2218 2.8533 -1.0919
N 0.6026 0.3305 2.5188 0.4726
C -0.3609 0.0719 3.5787 -0.6714
C -0.5264 -1.3849 4.0225 -1.0224
S -0.7614 -2.6478 2.7296 -0.0299
C 0.7333 -3.6619 2.8797 -1.1511
C 1.8509 -3.3758 1.8764 -0.3393
N 2.1439 -1.9604 1.7092 0.9056
H 2.0995 -1.7233 3.7733 0.3327
H 3.6045 -1.2006 3.0655 0.4398
H 2.5688 0.7484 2.0716 0.2973
H 2.2597 0.7099 3.8102 0.4057
H 0.4159 1.2508 2.1435 0.1828
H -1.3261 0.4182 3.2110 0.0377
H -0.1263 0.6422 4.4939 0.3748
H -1.4205 -1.4218 4.6464 0.6183
H 0.2979 -1.7104 4.6556 0.5397
H 0.4102 -4.6930 2.7364 0.5272
H 1.0861 -3.5918 3.9093 0.5293
H 1.5407 -3.7540 0.8984 0.0668
H 2.7291 -3.9632 2.1929 0.3620
H 2.8583 -1.8564 1.0040 -0.5985
C -2.5826 2.3212 -3.1704 -0.6489
C -1.9335 1.1445 -2.8006 -0.3644
N -0.6728 1.1529 -2.3926 -0.3269
C -0.0556 2.3338 -2.3244 0.5277
C -0.7300 3.5014 -2.6627 -0.4504
N -1.9829 3.4986 -3.1014 -0.5610
C 1.3851 2.3389 -1.9262 0.2622
C 2.1619 3.4872 -2.0813 -0.7171
C 3.5045 3.4656 -1.7466 0.3877
C 4.0371 2.2655 -1.2928 -0.5447
C 3.2040 1.1612 -1.1833 -0.4512
N 1.9021 1.1990 -1.4633 0.0388
C 3.7906 -0.1531 -0.8002 0.9871
C 4.8027 -0.2350 0.1569 -0.4930
N 5.4122 -1.3756 0.4531 -0.5926
C 5.0045 -2.4501 -0.2118 -0.5885
C 3.9673 -2.3864 -1.1357 0.0151
N 3.3556 -1.2445 -1.4303 -0.2878
C 4.3565 4.6681 -1.9012 0.3409
C 4.2170 5.5197 -2.9900 -0.4698
C 5.0435 6.6289 -3.0855 -0.3991
N 5.9727 6.9378 -2.1854 -0.6219
C 6.1000 6.1205 -1.1434 -0.3535
C 5.3279 4.9846 -0.9586 -0.5780
H -3.6082 2.2962 -3.5154 0.4560
H -2.4591 0.1959 -2.8250 0.7876
H -0.2642 4.4748 -2.5756 0.3713
H 1.7270 4.3981 -2.4643 0.4504
H 5.0957 2.1731 -1.0890 0.8936
H 5.1155 0.6447 0.7087 0.4526
H 5.4995 -3.3900 0.0007 0.4082
H 3.6190 -3.2817 -1.6378 0.2913
H 3.4940 5.3181 -3.7696 0.4604
H 4.9560 7.3002 -3.9323 0.3665
H 6.8560 6.3878 -0.4138 0.3690
H 5.4728 4.3721 -0.0781 0.4683
O -2.6756 -0.4528 1.4515 0.5028
C -3.7568 -0.2531 0.5512 1.5430
C -3.5055 -1.1767 -0.7000 0.0420
O -4.1236 -0.9268 -1.7355 -0.7545
O -2.6625 -2.0939 -0.4811 -1.0482
C -5.0650 -0.6541 1.2423 -0.2366
C -5.2254 -0.3304 2.5874 -0.2962
C -6.3948 -0.6495 3.2580 -0.7876
C -7.4259 -1.2992 2.5920 -0.4932
C -7.2731 -1.6235 1.2533 -0.9047
C -6.1004 -1.3026 0.5800 -0.1848
C -3.7973 1.2171 0.1787 -0.1559
C -4.8970 1.7538 -0.4869 -0.0992
C -4.9498 3.1052 -0.7862 -0.8887
C -3.9051 3.9486 -0.4285 -0.5982
C -2.8029 3.4216 0.2237 -0.5380
C -2.7497 2.0650 0.5227 0.1682
H -2.4422 -1.3876 1.2899 -0.4207
H -4.4191 0.1716 3.1068 0.3542
H -6.5026 -0.3894 4.3039 0.4015
H -8.3405 -1.5507 3.1139 0.3849
H -8.0693 -2.1321 0.7241 0.4156
H -5.9889 -1.5552 -0.4667 0.4878
H -5.7154 1.1044 -0.7657 0.4809
H -5.8152 3.5050 -1.3002 0.3900
H -3.9492 5.0040 -0.6641 0.3724
H -1.9810 4.0679 0.5097 0.4644
H -1.8954 1.6556 1.0469 0.3258
N -1.1043 -4.4910 -0.2997 0.0225
C -0.1481 -4.6875 -1.2618 0.5645
C 0.3117 -5.9735 -1.5980 -1.0120
C 1.2801 -6.1009 -2.5643 -0.3539
C 1.7829 -4.9583 -3.1921 -0.6684
C 1.2843 -3.7400 -2.7811 -0.6189
N 0.3601 -3.5890 -1.8289 0.1633
H -1.6327 -5.3074 -0.0384 0.2780
H -1.6791 -3.6510 -0.4034 0.1822
H -0.1080 -6.8453 -1.1127 0.3597
H 1.6367 -7.0844 -2.8437 0.4010
H 2.5265 -5.0212 -3.9737 0.4473
H 1.6470 -2.8175 -3.2249 0.4767
```

Properties
Kohn-Sham gap, eV: 7.4
ΔE to the lowest compared entry with this formula, charge and spin, kJ/mol: 0.0
HOMO energy, Ha: -0.2975
Spin multiplicity: 1

# 4
Density functional theory data (wB97M-V/def2-TZVPD) for C43H43N11O2S3Ti as an isolated structure.

XYZ file:
```
103
Properties=species:S:1:pos:R:3:mulliken_charge:R:1
Ti 0.0517 0.0890 -1.4287 -0.2924
N 1.3640 -1.6876 -5.0549 -0.3458
C 1.2916 -0.7861 -4.0694 0.4179
S -0.2264 0.1091 -3.8403 -0.4809
N 2.2928 -0.5796 -3.2737 -1.3756
N 1.9284 0.3850 -2.3563 1.7910
C 2.6861 1.3955 -2.1263 0.5751
C 4.0046 1.6210 -2.7375 -0.0416
C 4.2693 2.8510 -3.3460 -0.4604
C 5.4968 3.0777 -3.9439 -0.9513
C 6.4710 2.0889 -3.9169 -0.4939
C 6.2097 0.8660 -3.3143 -1.0162
C 4.9745 0.6198 -2.7392 -0.2351
C 2.0329 2.4013 -1.2607 0.5081
C 2.7011 3.4913 -0.7418 -0.7316
C 1.9896 4.4286 -0.0041 -1.0702
C 0.6391 4.2290 0.1996 -1.1064
C 0.0482 3.0817 -0.3078 0.5575
N 0.7153 2.1828 -1.0320 0.8739
H 0.6471 -1.7315 -5.7570 0.2425
H 2.2575 -2.1133 -5.2496 0.2535
H 3.5072 3.6202 -3.3771 0.5629
H 5.6931 4.0241 -4.4287 0.4298
H 7.4348 2.2714 -4.3728 0.4309
H 6.9677 0.0950 -3.2984 0.4551
H 4.7637 -0.3446 -2.3010 0.4549
H 3.7611 3.5980 -0.9188 0.7227
H 2.4896 5.2986 0.4000 0.4998
H 0.0361 4.9324 0.7560 0.6710
H -0.9905 2.8817 -0.1051 -0.1014
N -1.9148 1.0705 -1.8060 -0.2480
C -2.8879 1.5320 -0.7619 -0.0785
C -4.1074 0.6278 -0.7529 -1.2129
C -3.7422 -0.8384 -0.5101 -0.7083
C -2.7659 -1.0172 0.6428 -0.4019
N -1.3277 -0.7649 0.3078 0.2701
H -1.7332 1.8298 -2.4588 0.3881
H -2.3935 0.3648 -2.3643 0.3990
H -3.1722 2.5619 -0.9767 0.6225
H -2.3992 1.5152 0.2119 -0.4509
H -4.6563 0.7331 -1.6924 0.4190
H -4.7773 0.9726 0.0373 0.4507
H -3.3316 -1.3102 -1.4085 0.1393
H -4.6540 -1.3932 -0.2872 0.5159
H -2.8473 -2.0309 1.0345 0.5859
H -3.0443 -0.3448 1.4577 -0.0044
H -0.8092 -1.6214 0.4696 0.2618
H -0.9786 -0.1206 1.0257 -0.2316
N 1.9614 1.1389 1.6803 0.1874
C 2.1867 0.1522 0.7932 0.1735
O 1.1212 -0.2237 0.1093 0.4792
C 3.4416 -0.4008 0.6303 1.4405
C 4.4904 0.1101 1.4442 -0.8462
N 5.2561 0.5725 2.1689 -0.5712
C 3.6956 -1.4676 -0.2643 0.0253
N 3.9005 -2.3354 -0.9939 -0.7311
H 2.6971 1.3663 2.3322 0.4163
H 0.9950 1.3348 1.9376 -0.3084
S -0.6227 -6.6411 -1.8798 -0.1703
C -0.4637 -4.9034 -1.8640 0.9985
C -1.3244 -4.0290 -2.5375 -1.1415
C -1.0844 -2.6783 -2.4875 -1.1092
N -0.0601 -2.1272 -1.8061 1.4821
C 0.7684 -2.9712 -1.1676 -0.0483
C 0.6122 -4.3381 -1.1785 -1.2269
C -2.3449 -6.8257 -2.2907 0.0028
C -3.3090 -6.6876 -1.3016 0.0252
C -4.6383 -6.8307 -1.6692 -0.4128
N -5.0328 -7.0944 -2.9124 -0.5387
C -4.0968 -7.2526 -3.8405 -0.3323
C -2.7346 -7.1313 -3.5842 -0.0687
H -2.1670 -4.4003 -3.1038 0.4664
H -1.7175 -1.9995 -3.0414 0.7155
H 1.5934 -2.5294 -0.6351 -0.0852
H 1.3254 -4.9556 -0.6494 0.5500
H -3.0315 -6.4870 -0.2757 0.4420
H -5.4249 -6.7369 -0.9293 0.3773
H -4.4457 -7.4848 -4.8399 0.3783
H -2.0036 -7.2807 -4.3670 0.4186
O -0.8603 1.4650 2.1419 -0.8702
S -1.7662 1.5790 3.3645 -0.1430
C -0.9093 0.8196 4.7195 0.8951
C 0.4198 1.1169 5.0029 0.1831
C 1.0381 0.4747 6.0593 -1.0179
C 0.3284 -0.4441 6.8282 -0.4902
C -0.9967 -0.7280 6.5422 -0.7257
C -1.6240 -0.0979 5.4742 -0.4492
C -1.7180 3.2894 3.8421 0.7937
C -0.6102 4.0762 3.5581 -0.2908
C -0.6050 5.3979 3.9728 -0.9055
C -1.6968 5.9173 4.6593 -0.5781
C -2.8008 5.1221 4.9283 -0.6936
C -2.8193 3.7975 4.5136 -0.4525
H 0.9581 1.8523 4.4195 0.2898
H 2.0704 0.6952 6.2953 0.4559
H 0.8165 -0.9365 7.6583 0.4261
H -1.5429 -1.4400 7.1453 0.4244
H -2.6576 -0.3147 5.2340 0.4032
H 0.2279 3.6580 3.0152 0.5116
H 0.2537 6.0251 3.7711 0.4690
H -1.6858 6.9489 4.9839 0.4240
H -3.6500 5.5324 5.4569 0.4294
H -3.6783 3.1689 4.7150 0.4638
```

Properties
Kohn-Sham gap, eV: 6.5
Total charge: +2
ΔE to the lowest compared entry with this formula, charge and spin, kJ/mol: 37.6
HOMO energy, Ha: -0.4822
Spin multiplicity: 1

- The lowest ΔE to the lowest compared entry with this formula, charge and spin belongs to which entry?
  C43H43N10O3RbS

- Look up the spin multiplicity of the third one.
  1

- Which of these has the lowest ΔE to the lowest compared entry with this formula, charge and spin?
  C43H43N10O3RbS

- Number 3 is which compound?
  C43H43N10O3RbS